(i)
96
Properties=species:S:1:pos:R:3:mulliken_charge:R:1 method="wB97M-V/def2-TZVPD" homo_energy_ev=-9.27 total_charge=0 smiles=COCCOC.COCCOC.COCCOC.COCCOC.COCCOC.COCCOC e_lumo_ev=0.72 gap_ha=0.367
C -1.013 -5.919 0.093 -0.6428
O 0.243 -5.367 0.448 -0.2412
C 0.390 -5.357 1.843 -0.4807
C 1.671 -4.691 2.328 -0.6504
O 1.881 -3.340 1.900 -0.3169
C 0.807 -2.461 2.171 -0.2225
H -1.834 -5.303 0.480 0.1814
H -1.089 -6.959 0.415 0.3793
H -1.169 -5.827 -0.982 0.2261
H 0.168 -6.297 2.362 0.4397
H -0.427 -4.740 2.260 0.2846
H 2.563 -5.213 1.984 0.3023
H 1.679 -4.578 3.419 0.3820
H 1.184 -1.494 1.830 -0.0842
H 0.492 -2.439 3.216 0.5528
H -0.015 -2.621 1.467 -0.0420
C -1.900 -2.845 -3.421 -0.5926
O -1.315 -3.890 -2.692 -0.3287
C 0.053 -3.632 -2.414 -1.2483
C 0.281 -2.598 -1.330 0.6178
O 0.448 -1.294 -1.841 -0.3410
C 1.052 -0.418 -0.895 0.0303
H -1.518 -2.678 -4.435 0.3204
H -1.834 -1.873 -2.926 0.0854
H -2.961 -3.052 -3.562 0.3129
H 0.535 -3.474 -3.384 0.3669
H 0.474 -4.521 -1.937 0.3682
H 1.060 -2.973 -0.654 0.4826
H -0.607 -2.640 -0.679 -0.2308
H 2.084 -0.741 -0.765 0.5872
H 0.414 -0.294 -0.016 -0.2833
H 1.004 0.553 -1.397 -0.1739
C -1.099 0.823 4.985 -1.0539
O -0.590 0.958 3.680 0.1162
C 0.086 2.190 3.565 -0.8984
C 0.383 2.479 2.112 0.0851
O -0.864 2.719 1.450 -0.4820
C -0.674 3.181 0.142 -0.7919
H -0.294 0.928 5.726 0.3617
H -1.508 -0.164 5.202 0.2711
H -1.878 1.565 5.182 0.3697
H 1.067 2.121 4.057 0.3748
H -0.367 3.060 4.049 0.3627
H 0.944 1.721 1.559 -0.0473
H 0.985 3.390 2.037 0.3027
H -1.569 3.049 -0.468 0.2465
H 0.102 2.638 -0.413 0.2441
H -0.417 4.246 0.129 0.5009
C 4.358 0.366 1.643 -0.5717
O 3.892 1.684 1.949 -0.2465
C 4.622 2.214 3.038 -0.6154
C 4.383 3.694 3.229 -0.5939
O 3.007 3.851 3.472 -0.1082
C 2.611 5.215 3.462 -0.9177
H 4.023 -0.258 2.477 0.3399
H 5.448 0.316 1.572 0.4079
H 3.935 0.083 0.685 -0.0514
H 5.685 1.965 2.960 0.4330
H 4.307 1.719 3.968 0.3127
H 4.781 4.259 2.381 0.3717
H 4.971 3.992 4.105 0.3365
H 1.545 5.249 3.683 0.2276
H 2.838 5.660 2.493 0.3832
H 3.094 5.749 4.287 0.3455
C -3.922 -2.713 0.772 -0.6914
O -2.914 -2.276 1.642 -0.3358
C -2.575 -0.918 1.661 -0.2618
C -2.550 -0.104 0.344 0.6504
O -3.830 -0.101 -0.246 -0.4827
C -3.984 0.716 -1.385 -0.6942
H -4.147 -3.778 0.881 0.2684
H -3.665 -2.669 -0.291 0.1798
H -4.860 -2.178 0.930 0.3777
H -1.526 -0.820 1.955 -0.1884
H -3.166 -0.309 2.358 0.4170
H -1.914 -0.739 -0.297 -0.0651
H -2.108 0.870 0.561 -0.0010
H -5.056 0.707 -1.591 0.3196
H -3.479 0.391 -2.297 0.1658
H -3.745 1.751 -1.124 0.3033
C -0.749 1.405 -7.681 -0.8160
O -1.056 2.071 -6.497 -0.2966
C 0.034 2.307 -5.636 -0.6867
C -0.394 1.996 -4.205 0.0908
O -1.265 2.977 -3.649 -0.3240
C -0.734 4.269 -3.501 -0.7622
H -1.626 1.006 -8.190 0.2746
H -0.145 0.496 -7.538 0.3328
H -0.184 2.038 -8.374 0.3130
H 0.481 3.298 -5.771 0.3964
H 0.890 1.679 -5.920 0.4238
H 0.502 1.921 -3.579 0.1410
H -1.029 1.116 -4.220 0.0353
H -1.548 4.888 -3.121 0.2647
H -0.449 4.670 -4.479 0.3114
H 0.104 4.346 -2.799 0.2844

(ii)
96
Properties=species:S:1:pos:R:3:mulliken_charge:R:1 method="wB97M-V/def2-TZVPD" homo_energy_ev=-9.19 total_charge=0 smiles=COCCOC.COCCOC.COCCOC.COCCOC.COCCOC.COCCOC e_lumo_ev=0.66 gap_ha=0.362
C 0.994 -2.564 -0.919 -0.4389
O 0.116 -1.615 -0.348 -0.3391
C 0.626 -0.306 -0.474 -0.4499
C -0.374 0.704 -0.002 0.2231
O -1.451 0.951 -0.875 -0.3428
C -2.421 -0.083 -0.954 -0.2787
H 0.687 -3.559 -0.604 0.2053
H 2.002 -2.430 -0.510 0.0539
H 0.979 -2.500 -2.012 0.3463
H 0.864 -0.088 -1.532 0.4019
H 1.583 -0.223 0.064 0.2223
H 0.133 1.664 0.114 0.4090
H -0.762 0.391 0.980 -0.4185
H -2.843 -0.309 0.031 0.0594
H -2.025 -0.955 -1.468 0.2197
H -3.240 0.300 -1.569 0.1443
C -4.178 5.271 4.021 -0.7231
O -2.841 5.272 4.438 -0.3384
C -2.035 6.230 3.766 -0.4889
C -1.683 5.929 2.314 -0.4620
O -0.904 4.784 2.108 -0.3717
C -1.596 3.565 2.157 -0.3024
H -4.308 5.375 2.934 0.2996
H -4.758 6.069 4.498 0.3199
H -4.610 4.298 4.266 0.2365
H -1.091 6.259 4.319 0.2900
H -2.496 7.222 3.866 0.3633
H -1.067 6.781 2.011 0.3234
H -2.586 5.956 1.684 0.3177
H -0.887 2.743 2.232 0.0668
H -2.194 3.329 1.256 0.2039
H -2.311 3.497 2.976 0.2668
C 2.342 -5.950 0.173 -1.0392
O 2.676 -4.679 0.666 -0.0666
C 3.777 -4.656 1.543 -0.6213
C 4.131 -3.225 1.832 -0.5109
O 4.614 -2.617 0.665 -0.1354
C 4.868 -1.256 0.844 -0.7396
H 1.588 -6.438 0.800 0.2705
H 3.215 -6.609 0.081 0.4055
H 1.944 -5.854 -0.839 0.3072
H 4.642 -5.143 1.065 0.3215
H 3.591 -5.215 2.469 0.4269
H 4.922 -3.232 2.607 0.4397
H 3.297 -2.678 2.292 0.2007
H 4.002 -0.717 1.246 0.2492
H 5.130 -0.812 -0.119 0.1798
H 5.733 -1.071 1.500 0.3279
C 4.745 -4.771 -2.070 -0.5449
O 4.338 -4.294 -3.323 -0.4612
C 4.142 -2.906 -3.354 0.2495
C 5.409 -2.056 -3.219 -0.4037
O 6.325 -2.127 -4.284 -0.3646
C 5.852 -1.831 -5.563 -0.6819
H 4.148 -4.307 -1.270 0.1263
H 5.782 -4.522 -1.813 0.3179
H 4.594 -5.847 -2.029 0.3487
H 3.476 -2.595 -2.531 -0.3596
H 3.615 -2.665 -4.277 0.4588
H 5.975 -2.454 -2.377 0.1245
H 5.095 -1.026 -3.003 0.3583
H 6.567 -2.249 -6.268 0.2712
H 5.744 -0.751 -5.728 0.2732
H 4.885 -2.295 -5.787 0.2852
C -1.053 -1.221 6.394 -0.5149
O -0.052 -1.725 5.530 -0.3940
C -0.539 -2.244 4.330 -0.7871
C -0.707 -1.215 3.202 -0.2030
O -1.598 -0.150 3.399 -0.2234
C -2.946 -0.540 3.495 -0.8459
H -1.811 -1.985 6.597 0.2640
H -1.499 -0.311 5.986 0.1605
H -0.575 -0.963 7.337 0.2640
H -1.483 -2.786 4.478 0.4177
H 0.193 -2.947 3.926 0.3987
H -0.936 -1.781 2.280 0.3193
H 0.274 -0.770 3.013 0.2126
H -3.097 -1.282 4.291 0.3708
H -3.311 -0.966 2.555 0.3041
H -3.518 0.335 3.793 0.2309
C -4.821 5.555 -5.191 -0.7536
O -4.223 4.509 -4.464 -0.2930
C -5.160 3.854 -3.648 -0.7128
C -4.559 2.651 -2.976 -0.2892
O -4.498 1.481 -3.779 -0.3912
C -3.898 1.644 -5.056 -0.6178
H -5.450 5.155 -6.001 0.2987
H -4.064 6.193 -5.639 0.2493
H -5.464 6.163 -4.542 0.3016
H -6.036 3.508 -4.221 0.3600
H -5.537 4.561 -2.892 0.4926
H -5.254 2.339 -2.192 0.3195
H -3.592 2.851 -2.501 0.2597
H -2.927 2.138 -4.999 0.2878
H -4.556 2.197 -5.734 0.2302
H -3.791 0.640 -5.465 0.2519

Which of them is most stable? Easy: (ii).